*w*
{"formula": "C5H15N5O10", "method": "wB97M-V/def2-TZVPD", "molar_mass_da": 305.20, "smiles": "C[N+](=O)[O-].C[N+](=O)[O-].C[N+](=O)[O-].C[N+](=O)[O-].C[N+](=O)[O-]", "lumo_energy_ev": -0.612, "symbols": ["C", "N", "O", "O", "H", "H", "H", "C", "N", "O", "O", "H", "H", "H", "C", "N", "O", "O", "H", "H", "H", "C", "N", "O", "O", "H", "H", "H", "C", "N", "O", "O", "H", "H", "H"], "positions_angstrom": [[0.564, 0.992, -5.244], [1.287, 1.982, -4.356], [0.899, 2.197, -3.212], [2.208, 2.514, -4.941], [1.222, 0.561, -5.998], [-0.260, 1.536, -5.706], [0.161, 0.271, -4.533], [1.903, 0.705, 4.954], [3.127, -0.121, 5.208], [3.039, -1.149, 5.832], [4.195, 0.319, 4.778], [1.931, 1.001, 3.906], [2.066, 1.559, 5.611], [0.975, 0.212, 5.243], [-0.402, -3.361, -5.002], [-0.791, -2.605, -3.823], [0.077, -2.105, -3.160], [-1.986, -2.714, -3.477], [-1.202, -3.808, -5.593], [0.413, -4.025, -4.714], [0.026, -2.575, -5.624], [0.292, 0.576, -0.625], [0.170, 0.900, 0.780], [-0.876, 0.590, 1.330], [1.122, 1.324, 1.401], [1.289, 0.321, -0.984], [-0.047, 1.513, -1.065], [-0.375, -0.245, -0.890], [-2.567, 1.032, 4.281], [-3.560, -0.075, 4.269], [-3.936, -0.360, 3.142], [-4.108, -0.518, 5.295], [-2.740, 1.784, 3.511], [-1.652, 0.478, 4.073], [-2.466, 1.295, 5.334]], "mulliken_charge": [-0.55, 0.84, -0.52, -0.51, 0.30, 0.31, 0.11, -0.57, 0.85, -0.52, -0.52, 0.20, 0.30, 0.26, -0.69, 0.80, -0.46, -0.51, 0.30, 0.31, 0.24, -0.84, 0.98, -0.53, -0.56, 0.28, 0.35, 0.33, -0.62, 0.84, -0.49, -0.54, 0.25, 0.20, 0.35]}

---

*x*
{"formula": "C5H15N5O10", "method": "wB97M-V/def2-TZVPD", "molar_mass_da": 305.20, "smiles": "C[N+](=O)[O-].C[N+](=O)[O-].C[N+](=O)[O-].C[N+](=O)[O-].C[N+](=O)[O-]", "lumo_energy_ev": -0.440, "symbols": ["C", "N", "O", "O", "H", "H", "H", "C", "N", "O", "O", "H", "H", "H", "C", "N", "O", "O", "H", "H", "H", "C", "N", "O", "O", "H", "H", "H", "C", "N", "O", "O", "H", "H", "H"], "positions_angstrom": [[1.288, -3.976, 1.344], [0.887, -4.538, 2.738], [0.707, -5.711, 2.821], [0.817, -3.697, 3.656], [2.302, -4.318, 1.134], [1.297, -2.888, 1.423], [0.639, -4.421, 0.590], [2.948, 1.235, -4.923], [2.104, 1.330, -6.182], [1.178, 0.471, -6.342], [2.404, 2.276, -6.932], [2.597, 0.469, -4.231], [2.768, 2.178, -4.407], [3.983, 1.002, -5.171], [-3.146, -0.895, 1.714], [-2.434, -0.247, 2.842], [-1.218, -0.369, 2.956], [-3.115, 0.352, 3.689], [-3.955, -0.264, 1.345], [-3.628, -1.849, 1.929], [-2.383, -1.080, 0.958], [-2.540, 3.899, 1.845], [-1.316, 3.123, 1.473], [-1.275, 2.680, 0.336], [-0.486, 2.881, 2.327], [-2.326, 4.721, 2.528], [-3.233, 3.244, 2.372], [-2.932, 4.342, 0.929], [0.830, 0.383, 0.000], [1.564, -0.487, -0.948], [2.438, 0.001, -1.593], [1.299, -1.683, -0.847], [1.115, 1.417, -0.196], [1.049, 0.173, 1.047], [-0.227, 0.243, -0.225]], "mulliken_charge": [-0.61, 0.88, -0.54, -0.52, 0.30, 0.20, 0.28, -0.60, 0.76, -0.48, -0.48, 0.24, 0.27, 0.28, -0.69, 0.84, -0.45, -0.53, 0.29, 0.31, 0.24, -0.70, 0.86, -0.52, -0.49, 0.29, 0.26, 0.30, -0.74, 0.93, -0.55, -0.55, 0.34, 0.36, 0.21]}

---

Sorted by energy, starting with the most stable: *x*, *w*.

---

*w*
{"formula": "C5H13NS2", "method": "wB97M-V/def2-TZVPD", "molar_mass_da": 151.30, "smiles": "CCNCCCSS", "lumo_energy_ev": 0.322, "symbols": ["C", "C", "N", "C", "C", "C", "S", "S", "H", "H", "H", "H", "H", "H", "H", "H", "H", "H", "H", "H", "H"], "positions_angstrom": [[-2.331, -1.969, 1.718], [-0.924, -1.810, 1.116], [-0.769, -0.568, 0.328], [0.702, -0.381, 0.038], [1.020, 1.121, -0.076], [0.404, 1.667, -1.326], [1.479, 1.477, -2.740], [3.172, 2.642, -2.382], [-3.162, -1.906, 1.024], [-2.528, -1.151, 2.409], [-2.373, -2.954, 2.356], [-0.769, -2.833, 0.641], [-0.184, -1.800, 1.928], [-1.261, -0.418, -0.534], [1.227, -0.995, 0.781], [0.985, -0.967, -0.876], [2.116, 1.108, -0.168], [0.652, 1.718, 0.821], [0.216, 2.722, -1.210], [-0.702, 1.340, -1.513], [3.030, 3.956, -2.335]], "mulliken_charge": [-1.21, -0.33, -0.27, -0.72, -0.36, -0.65, -0.03, -0.24, 0.32, 0.34, 0.31, 0.24, 0.34, 0.24, 0.49, 0.28, 0.26, 0.27, 0.29, 0.30, 0.14]}

---

*x*
{"formula": "C5H13NS2", "method": "wB97M-V/def2-TZVPD", "molar_mass_da": 151.30, "lumo_energy_ev": -3.395, "symbols": ["N", "C", "C", "C", "S", "S", "C", "C", "H", "H", "H", "H", "H", "H", "H", "H", "H", "H", "H", "H", "H"], "positions_angstrom": [[0.918, 0.027, -1.985], [1.423, -0.530, -0.837], [2.920, -0.349, -0.611], [0.560, 0.062, 0.324], [0.684, -0.808, 1.776], [-1.990, 1.020, -1.022], [-2.326, 1.081, 0.750], [-2.496, -0.286, 1.439], [-0.076, 0.244, -1.924], [1.256, -0.205, -2.893], [1.320, -1.593, -0.697], [3.510, -1.031, -1.186], [3.232, 0.652, -0.874], [3.180, -0.599, 0.439], [-0.492, -0.082, -0.162], [0.725, 1.136, 0.456], [-3.232, 1.655, 0.924], [-1.514, 1.611, 1.188], [-2.775, -1.071, 0.731], [-1.584, -0.682, 1.923], [-3.244, -0.252, 2.240]], "mulliken_charge": [-0.41, 0.70, -1.40, -0.09, -0.12, -0.18, -0.54, -0.71, -0.11, 0.22, 0.24, 0.37, 0.37, 0.31, -0.52, 0.44, 0.37, 0.37, 0.34, 0.02, 0.33]}

---

Sorted by energy, starting with the most stable: *w*, *x*.

---

*w*
{"formula": "C2H6N4O", "method": "wB97M-V/def2-TZVPD", "molar_mass_da": 102.10, "smiles": "[H]/N=C(/N)N(N)C=O", "lumo_energy_ev": 0.162, "symbols": ["H", "N", "C", "N", "N", "N", "C", "O", "H", "H", "H", "H", "H"], "positions_angstrom": [[-1.118, 1.918, -0.424], [-1.771, 1.010, -0.474], [-0.936, 0.132, 0.010], [-1.414, -1.189, 0.035], [0.286, 0.242, 0.312], [0.914, 1.402, 0.278], [1.123, -0.850, -0.018], [2.348, -0.464, -0.465], [-2.265, -1.385, -0.132], [-1.025, -2.095, 0.582], [1.627, 1.493, 0.990], [1.504, 1.623, -0.704], [0.728, -1.837, 0.010]], "mulliken_charge": [0.32, -0.70, 0.59, -0.44, 0.40, -0.92, 0.00, -0.57, 0.15, 0.21, 0.29, 0.30, 0.36]}

---

*x*
{"formula": "C2H6N4O", "method": "wB97M-V/def2-TZVPD", "molar_mass_da": 102.10, "smiles": "NN/C=C(/N)N=O", "lumo_energy_ev": [-0.971, -0.967], "symbols": ["N", "N", "C", "C", "N", "N", "O", "H", "H", "H", "H", "H", "H"], "positions_angstrom": [[1.646, -1.440, -0.015], [1.839, -0.034, -0.294], [0.590, 0.922, 0.039], [-0.666, 0.330, 0.140], [-1.874, 1.066, 0.171], [-0.810, -1.047, -0.046], [-1.974, -1.379, -0.238], [1.707, -1.572, 1.008], [0.710, -1.702, -0.444], [2.623, 0.440, 0.194], [0.723, 1.940, -0.452], [-1.856, 2.026, -0.064], [-2.657, 0.450, 0.002]], "mulliken_charge": [-0.58, -0.26, -0.36, 0.45, -0.45, 0.03, -0.53, 0.26, 0.49, 0.27, 0.24, 0.18, 0.26]}

---

*y*
{"formula": "C2H6N4O", "method": "wB97M-V/def2-TZVPD", "molar_mass_da": 102.10, "lumo_energy_ev": 0.130, "symbols": ["C", "C", "H", "H", "H", "H", "H", "H", "N", "N", "N", "N", "O"], "positions_angstrom": [[-0.868, 0.482, -0.025], [0.512, 0.861, -0.759], [-2.171, -0.672, 2.075], [-1.789, -2.267, 1.375], [-1.528, 1.225, 0.664], [1.766, 2.326, -1.444], [2.529, 0.569, -0.884], [0.585, -1.352, -0.117], [-2.128, -1.250, 1.116], [-0.979, -0.751, 0.273], [0.670, 2.063, -1.157], [1.608, -0.041, -0.988], [1.791, -1.191, -0.129]], "mulliken_charge": [0.14, 0.34, 0.28, 0.30, 0.29, 0.21, 0.26, 0.48, -0.65, -0.23, -0.66, -0.28, -0.50]}

---

Sorted by energy, starting with the most stable: *w*, *x*, *y*.

---

*w*
{"formula": "C3H8OS", "method": "wB97M-V/def2-TZVPD", "molar_mass_da": 92.16, "smiles": "CC=O.CS", "lumo_energy_ev": 0.887, "symbols": ["C", "C", "O", "H", "H", "H", "H", "C", "S", "H", "H", "H", "H"], "positions_angstrom": [[-2.788, -0.369, -0.107], [-1.289, -0.344, 0.132], [-0.667, -1.360, -0.013], [-3.246, 0.426, 0.490], [-2.972, -0.259, -1.167], [-3.209, -1.281, 0.314], [-0.863, 0.643, 0.365], [2.386, 0.508, -0.499], [3.381, 0.857, 1.035], [3.008, -0.067, -1.176], [2.000, 1.423, -0.933], [1.558, -0.119, -0.184], [2.701, -0.058, 1.744]], "mulliken_charge": [-0.92, 0.25, -0.50, 0.30, 0.26, 0.27, 0.32, -0.33, -0.21, 0.31, 0.26, -0.13, 0.12]}

---

*x*
{"formula": "C3H8OS", "method": "wB97M-V/def2-TZVPD", "molar_mass_da": 92.16, "smiles": "CC=O.CS", "lumo_energy_ev": 0.943, "symbols": ["C", "C", "O", "H", "H", "H", "H", "C", "S", "H", "H", "H", "H"], "positions_angstrom": [[0.913, -0.195, 1.920], [1.118, 1.140, 1.270], [0.944, 1.335, 0.094], [0.984, -0.134, 3.004], [1.676, -0.906, 1.596], [-0.071, -0.569, 1.644], [1.421, 1.991, 1.905], [-0.804, -0.111, -2.046], [-1.483, -1.809, -1.886], [-1.143, 0.278, -3.005], [-1.219, 0.507, -1.254], [0.271, -0.115, -1.961], [-2.608, -1.412, -1.282]], "mulliken_charge": [-0.77, 0.08, -0.44, 0.31, 0.25, 0.23, 0.34, -0.69, -0.22, 0.37, 0.21, 0.22, 0.10]}

---

Sorted by energy, starting with the most stable: *x*, *w*.

---

*w*
{"formula": "C3H8OS", "method": "wB97M-V/def2-TZVPD", "molar_mass_da": 92.16, "smiles": "OCCCS", "lumo_energy_ev": 0.733, "symbols": ["O", "C", "C", "C", "S", "H", "H", "H", "H", "H", "H", "H", "H"], "positions_angstrom": [[1.926, -0.895, -0.832], [1.578, 0.099, 0.180], [0.108, 0.197, 0.514], [-1.122, 0.230, -0.545], [-2.397, -0.974, 0.167], [1.313, -0.773, -1.561], [1.904, 1.068, -0.034], [2.181, -0.342, 0.912], [0.086, 1.034, 1.184], [-0.288, -0.582, 1.234], [-1.336, 1.344, -0.597], [-0.715, -0.319, -1.437], [-3.237, -0.087, 0.815]], "mulliken_charge": [-0.49, -0.52, -0.65, -0.37, -0.27, 0.30, 0.28, 0.32, 0.37, 0.35, 0.32, 0.22, 0.14]}

---

*x*
{"formula": "C3H8OS", "method": "wB97M-V/def2-TZVPD", "molar_mass_da": 92.16, "smiles": "C=CO.CS", "lumo_energy_ev": 0.724, "symbols": ["C", "C", "O", "H", "H", "H", "H", "C", "S", "H", "H", "H", "H"], "positions_angstrom": [[1.448, 1.354, 0.365], [1.905, 0.184, 0.047], [1.377, -1.017, 0.398], [1.811, 2.303, 0.081], [0.588, 1.314, 1.052], [2.727, -0.054, -0.640], [0.854, -1.369, -0.440], [-1.852, 0.119, -0.062], [-1.513, -1.473, -1.183], [-1.953, 1.029, -0.771], [-1.085, 0.184, 0.711], [-2.839, -0.157, 0.533], [-1.466, -2.417, -0.092]], "mulliken_charge": [-0.64, -0.01, -0.47, 0.29, 0.19, 0.35, 0.30, -0.59, -0.31, 0.29, 0.15, 0.28, 0.18]}

---

Sorted by energy, starting with the most stable: *w*, *x*.

---

*w*
{"formula": "C5H11NOS", "method": "wB97M-V/def2-TZVPD", "molar_mass_da": 133.22, "smiles": "[O-]CCNCCC[S-]", "lumo_energy_ev": 5.927, "total_charge": -2, "symbols": ["O", "C", "C", "N", "C", "C", "C", "S", "H", "H", "H", "H", "H", "H", "H", "H", "H", "H", "H"], "positions_angstrom": [[-3.465, -1.982, 0.855], [-2.137, -2.161, 0.682], [-1.421, -0.846, 0.053], [-0.096, -1.356, -0.476], [1.041, -1.054, 0.474], [1.335, 0.429, 0.647], [1.720, 1.187, -0.628], [1.490, 2.970, -0.752], [-1.749, -2.462, 1.681], [-1.947, -3.018, -0.019], [-2.248, -0.568, -0.592], [-1.195, -0.142, 0.858], [0.092, -0.781, -1.285], [1.856, -1.610, -0.071], [0.802, -1.596, 1.447], [0.479, 0.805, 1.232], [2.058, 0.673, 1.398], [2.784, 0.954, -0.798], [1.265, 0.648, -1.485]], "mulliken_charge": [-0.95, -0.46, -0.13, -0.44, -0.80, -0.49, -0.59, -0.72, 0.11, 0.19, 0.45, -0.04, 0.23, 0.34, 0.29, 0.22, 0.49, 0.24, 0.05]}

---

*x*
{"formula": "C5H11NOS", "method": "wB97M-V/def2-TZVPD", "molar_mass_da": 133.22, "smiles": "[O-]CCNCCC[S-]", "lumo_energy_ev": 5.974, "total_charge": -2, "symbols": ["O", "C", "C", "N", "C", "C", "C", "S", "H", "H", "H", "H", "H", "H", "H", "H", "H", "H", "H"], "positions_angstrom": [[-3.774, -1.275, 1.218], [-2.767, -1.258, 0.405], [-1.312, -0.773, 0.992], [-0.348, -0.810, -0.145], [1.126, -0.559, -0.038], [1.398, 0.941, 0.078], [1.910, 1.696, -1.137], [1.536, 3.448, -1.123], [-2.445, -2.322, 0.009], [-2.781, -0.758, -0.530], [-1.359, 0.196, 1.464], [-0.775, -1.368, 1.858], [-0.718, -0.469, -1.066], [1.569, -1.017, -0.867], [1.691, -1.007, 0.869], [0.334, 1.511, 0.312], [2.234, 0.943, 0.814], [2.999, 1.713, -1.053], [1.483, 1.167, -2.061]], "mulliken_charge": [-0.86, -0.42, -0.36, -0.27, -1.02, -0.05, -0.60, -0.75, 0.14, 0.14, 0.29, 0.17, 0.23, 0.40, 0.32, 0.10, 0.18, 0.15, 0.20]}

---

Sorted by energy, starting with the most stable: *w*, *x*.